No. 1
Density functional theory data (the ωB97M-V functional and the def2-TZVPD basis) for a cluster of 2 separate species, ClHN2O in total at a distorted geometry.

```
! wB97M-V def2-TZVPD RIJCOSX def2/J DEFGRID3
* xyz 0 1
N 0.285 1.147 0.533
N -0.571 0.387 0.528
O 1.074 1.987 0.345
Cl 0.194 -1.785 -0.659
H -0.982 -1.737 -0.747
*
```

Properties
- Molar mass: 80.47 g mol⁻¹
- Frontier orbital gap: 11.95 eV
- Energy above the lowest of the compared OMol25 structures with the same formula, charge and spin: 1.379 eV
- DFT total energy: -17563.9874 eV
- Structure (SMILES): N#[N+][O-].Cl

---

No. 2
Density functional theory data (the ωB97M-V functional and the def2-TZVPD basis) for a structure of composition C5H8N at a distorted geometry.

```
! wB97M-V def2-TZVPD RIJCOSX def2/J DEFGRID3
* xyz 1 1
C 1.957 -0.824 -0.043
C 0.194 -1.510 -1.093
C 1.036 0.099 0.672
C -0.370 -0.249 0.367
C -1.435 0.763 -0.253
N 1.433 -1.595 -0.970
H 2.991 -0.736 0.054
H -0.515 -2.023 -1.619
H 1.269 0.412 1.702
H 1.484 1.068 0.021
H -0.702 -1.029 1.071
H -2.201 -0.008 -0.426
H -0.944 1.275 -1.178
H -1.539 1.654 0.428
*
```

Properties
- Molar mass: 82.13 g mol⁻¹
- Frontier orbital gap: 7.52 eV
- Energy above the lowest of the compared OMol25 structures with the same formula, charge and spin: 4.919 eV
- DFT total energy: -6793.1697 eV

---

No. 3
Density functional theory data (the ωB97M-V functional and the def2-TZVPD basis) for an isolated molecule of C4H7NO at a distorted geometry.

```
! wB97M-V def2-TZVPD RIJCOSX def2/J DEFGRID3
* xyz 0 1
C -2.472 0.705 0.456
N -1.191 0.397 0.521
C -0.541 -0.333 -0.570
C 0.905 -0.597 -0.308
C 1.749 0.386 0.356
O 1.239 -0.746 1.065
H -1.077 -1.278 -0.611
H -2.635 0.694 -0.658
H -0.758 0.208 1.425
H -0.703 0.193 -1.519
H 1.339 -1.337 -0.977
H 2.817 0.363 0.162
H 1.328 1.346 0.658
*
```

Properties
- Molar mass: 85.11 g mol⁻¹
- Frontier orbital gap: 9.24 eV
- Energy above the lowest of the compared OMol25 structures with the same formula, charge and spin: 4.430 eV
- DFT total energy: -7795.2143 eV

---

No. 4
Density functional theory data (the ωB97M-V functional and the def2-TZVPD basis) for a structure of composition C18H28AlBrCl2NO.

```
! wB97M-V def2-TZVPD RIJCOSX def2/J DEFGRID3
* xyz -1 1
C -4.405 -3.781 3.087
C -4.042 -4.577 1.855
Cl -4.927 -6.106 1.748
C -3.165 -4.179 0.937
Cl -2.875 -5.202 -0.458
Al -2.136 -2.417 0.978
C -1.570 -1.899 2.830
C -0.455 -2.675 -0.143
C 0.485 -1.547 0.075
C 0.290 -0.285 -0.500
C 1.146 0.778 -0.252
C 2.244 0.655 0.594
C 3.159 1.818 0.870
C 2.451 -0.598 1.171
C 1.599 -1.657 0.921
C -3.379 -0.957 0.305
C -4.137 -1.273 -0.938
C -3.296 -1.530 -2.188
Br -5.493 0.206 -1.384
H -4.828 -2.813 2.807
H -5.149 -4.311 3.680
H -3.525 -3.603 3.706
H -1.157 -2.730 3.412
H -0.801 -1.119 2.767
H -2.409 -1.474 3.394
H -0.686 -2.791 -1.206
H 0.014 -3.613 0.179
H -0.562 -0.122 -1.157
H 0.944 1.737 -0.724
H 4.207 1.533 0.747
H 3.037 2.203 1.885
H 2.938 2.642 0.188
H 3.296 -0.743 1.838
H 1.786 -2.616 1.396
H -4.100 -0.815 1.121
H -2.840 -0.008 0.202
H -4.818 -2.103 -0.764
H -3.366 -2.582 -2.476
H -2.248 -1.308 -1.987
H -3.617 -0.932 -3.041
C 4.950 4.466 -0.881
O 5.207 5.108 0.118
N 4.433 4.995 -2.010
C 4.126 4.182 -3.167
C 4.158 6.419 -2.039
H 5.115 3.379 -0.950
H 4.695 4.511 -4.040
H 3.062 4.228 -3.408
H 4.383 3.146 -2.955
H 5.071 6.993 -1.877
H 3.450 6.692 -1.256
H 3.738 6.676 -3.009
*
```

Properties
- Molar mass: 452.22 g mol⁻¹
- Frontier orbital gap: 7.10 eV
- Energy above the lowest of the compared OMol25 structures with the same formula, charge and spin: 0.000 eV
- DFT total energy: -124345.3698 eV

---

No. 5
Density functional theory data (the ωB97M-V functional and the def2-TZVPD basis) for a structure of composition C4H7Cl2O4P at a distorted geometry.

```
! wB97M-V def2-TZVPD RIJCOSX def2/J DEFGRID3
* xyz 0 1
C -0.348 1.755 -1.401
C -0.412 1.114 1.787
C 1.028 -1.762 -0.929
C -1.651 2.007 -2.151
O 0.718 2.204 -1.509
O -2.053 -1.167 -0.812
O -1.445 0.305 1.275
O 0.435 -0.842 -0.010
P -1.066 -0.255 -0.157
Cl -2.652 2.813 -0.895
Cl -1.419 3.057 -3.565
H 0.063 0.660 2.833
H -0.720 2.168 1.803
H 0.490 1.164 1.277
H 2.012 -1.992 -0.565
H 1.189 -1.184 -1.853
H 0.563 -2.724 -1.169
H -2.021 1.043 -2.469
*
```

Properties
- Molar mass: 220.98 g mol⁻¹
- Frontier orbital gap: 9.13 eV
- Energy above the lowest of the compared OMol25 structures with the same formula, charge and spin: 2.536 eV
- DFT total energy: -46784.1259 eV

---

No. 6
Density functional theory data (the ωB97M-V functional and the def2-TZVPD basis) for the ion C2H7N2OS with charge +1 at a distorted geometry.

```
! wB97M-V def2-TZVPD RIJCOSX def2/J DEFGRID3
* xyz 1 1
C -0.013 -0.497 0.093
C 0.747 -1.408 1.018
N -0.817 -1.043 -0.818
N 0.013 0.770 0.180
O -0.575 3.200 -0.496
S -1.126 1.727 -0.725
H 1.768 -1.613 0.517
H 0.144 -2.333 0.873
H 0.678 -0.994 2.042
H -0.987 -2.043 -0.897
H -0.726 -0.437 -1.713
H 0.663 1.223 0.891
H 0.233 3.448 -0.963
*
```

Properties
- Molar mass: 107.16 g mol⁻¹
- Frontier orbital gap: 9.91 eV
- Energy above the lowest of the compared OMol25 structures with the same formula, charge and spin: 0.895 eV
- DFT total energy: -18042.6922 eV
- Structure (SMILES): C/C(N)=[NH+]/SO

---

No. 7
Density functional theory data (the ωB97M-V functional and the def2-TZVPD basis) for a cluster of 4 separate species, C2H6N2 in total at a distorted geometry.

```
! wB97M-V def2-TZVPD RIJCOSX def2/J DEFGRID3
* xyz 0 1
C 1.571 -0.322 -0.024
C -1.909 -0.064 0.021
H 2.399 -0.040 1.375
H 2.217 0.373 -1.198
H 0.934 -1.754 -0.155
H 0.115 1.493 0.110
H -2.079 1.089 0.064
H -2.789 -0.755 0.087
N 0.283 0.470 -0.123
N -0.744 -0.490 -0.157
*
```

Properties
- Molar mass: 58.08 g mol⁻¹
- Frontier orbital gap: 8.78 eV
- Energy above the lowest of the compared OMol25 structures with the same formula, charge and spin: 8.528 eV
- DFT total energy: -5143.3914 eV

---

no.,E_HOMO (hartree)
1,-0.4033
2,-0.5337
3,-0.3076
4,-0.1814
5,-0.3328
6,-0.4998
7,-0.3062